The following is a quantum chemistry calculation of C2H2O3S in the gas phase in a non-equilibrium geometry, from OMol25.

Cartesian coordinates (Å):
C: 0.3000 0.3439 0.1474
C: -0.4127 -0.6347 0.0487
O: 1.7289 1.1267 -1.7890
O: -0.2115 -0.1248 -2.5916
O: -0.4839 1.9196 -1.2716
S: 0.3398 0.9042 -1.7972
H: 1.0445 0.9028 0.7184
H: -1.1788 -1.0313 -0.4308

Atoms 1-3, force components in eV/Å:
C 1.79 -0.90 3.56
C 2.26 1.82 0.81
O 1.38 0.06 -0.50

Calculated values
Energy in Eh: -701.15365
Energy relative to the best compared isomer or geometry (same formula, charge and spin) in kcal/mol: 117.2
LUMO energy in eV: -1.12
Strongest force on any atom in eV/Å: 4.270
E_HOMO in eV: -11.48
Gap between HOMO and LUMO in eV: 10.4

The following is a quantum chemistry calculation of C4H9NS2 in the gas phase in a non-equilibrium geometry, from OMol25.

Cartesian coordinates (Å):
C: 2.5287 -0.6461 0.1844
S: 0.8304 -1.1740 0.1801
C: -0.0254 0.3182 -0.2539
S: 0.7227 1.7706 -0.2406
C: -1.5334 0.1700 -0.3041
C: -2.1817 0.3988 1.0656
N: -2.0059 -1.1790 -0.7837
H: 2.8944 -0.1625 -0.7125
H: 3.1642 -1.5371 0.5141
H: 2.6532 0.0016 1.0636
H: -1.9607 0.9164 -1.0148
H: -1.9133 -0.4134 1.7140
H: -3.2980 0.3210 0.9919
H: -1.8896 1.3282 1.6175
H: -1.5596 -1.3055 -1.7140
H: -1.6289 -1.8864 -0.1571

Atoms 1-3, force components in eV/Å:
C 1.19 -0.91 2.18
S -0.51 0.22 -0.97
C 0.71 0.24 1.27

Calculated values
Energy in Eh: -1008.91641
Energy relative to the best compared isomer or geometry (same formula, charge and spin) in kcal/mol: 16.9
LUMO energy in eV: -0.18
Strongest force on any atom in eV/Å: 2.641
SMILES: CSC(=S)[C@H](C)N
E_HOMO in eV: -8.62
Gap between HOMO and LUMO in eV: 8.4

The following is a quantum chemistry calculation of a molecular structure, C19H24Cl2NO6PS in a non-equilibrium geometry, from OMol25.

Cartesian coordinates (Å):
C: 2.5795 3.1752 4.6160
C: 1.5718 2.8157 3.5686
C: 0.8249 1.6468 3.6706
C: -0.0887 1.3042 2.6892
C: -0.2505 2.1356 1.6001
C: 0.4771 3.3021 1.4753
C: 1.3865 3.6381 2.4612
H: 1.9654 4.5452 2.3702
H: 0.3311 3.9148 0.6009
S: -1.4234 1.6960 0.3448
O: -2.7539 1.8179 0.8579
O: -1.1280 2.3688 -0.8827
N: -1.0886 0.0565 0.0920
P: 0.3716 -0.0530 -0.7469
O: 1.3573 0.9315 -0.3063
O: 0.7178 -1.5642 -0.4117
C: 2.0855 -1.9841 -0.4778
C: 2.3299 -2.6918 -1.8034
H: 3.3690 -3.0019 -1.8757
H: 1.6890 -3.5672 -1.8757
H: 2.0984 -2.0227 -2.6277
C: 2.3390 -2.8967 0.7139
H: 1.6694 -3.7517 0.6692
H: 3.3679 -3.2451 0.7031
H: 2.1547 -2.3568 1.6385
H: 2.7191 -1.0910 -0.4058
O: 0.0618 -0.0593 -2.3026
C: 0.3764 1.0730 -3.1330
C: -0.8757 1.4331 -3.9163
H: -1.2265 0.5698 -4.4769
H: -1.6481 1.7528 -3.2226
H: -0.6594 2.2454 -4.6043
C: 1.5443 0.6942 -4.0330
H: 1.2840 -0.1705 -4.6397
H: 2.4157 0.4557 -3.4273
H: 1.7887 1.5259 -4.6878
H: 0.6583 1.9041 -2.4802
C: -2.0653 -0.9414 0.1006
C: -2.1274 -1.8830 -0.9202
C: -3.0740 -2.8900 -0.8801
C: -4.0087 -2.9759 0.1545
C: -3.9350 -2.0012 1.1506
C: -2.9784 -1.0038 1.1484
H: -2.9662 -0.2601 1.9270
Cl: -5.0940 -2.0753 2.4389
O: -4.9274 -3.9601 0.1645
H: -5.4898 -3.8512 0.9486
Cl: -3.1278 -4.0636 -2.1332
H: -1.4299 -1.8295 -1.7388
H: -0.6642 0.3940 2.7553
H: 0.9628 0.9981 4.5234
H: 2.3831 2.6478 5.5456
H: 3.5781 2.9036 4.2743
H: 2.5727 4.2457 4.8068

Atoms 1-3, force components in eV/Å:
C 0.05 -0.02 -0.04
C -0.07 0.00 -0.06
C -0.07 0.03 -0.09

Calculated values
Energy in Eh: -2904.65133
Energy relative to the best compared isomer or geometry (same formula, charge and spin) in kcal/mol: 2.9
LUMO energy in eV: 0.58
Strongest force on any atom in eV/Å: 1.731
E_HOMO in eV: -8.54
Gap between HOMO and LUMO in eV: 9.1

The following is a quantum chemistry calculation of a molecular structure, C17H25AlCl5NO2P2 in a non-equilibrium geometry, from OMol25.

Cartesian coordinates (Å):
C: -3.9837 0.9300 -1.6392
C: -2.6039 0.7583 -1.4493
N: -2.1316 0.1608 -0.3151
C: -2.9951 -0.2773 0.6465
C: -4.3769 -0.0955 0.5086
C: -4.8789 0.5114 -0.6493
C: -1.5912 1.2608 -2.4465
P: 0.0288 0.3600 -2.2636
Al: 0.0000 0.0000 0.0000
P: -0.6292 -0.4569 2.1384
C: -2.3906 -1.0122 1.8214
O: -0.5112 4.2366 -2.1180
O: 1.4709 3.4937 -0.3986
H: -4.3414 1.4078 -2.5557
H: -5.0488 -0.4460 1.2975
H: -5.9565 0.6535 -0.7791
C: -0.1110 -1.1092 -3.3670
C: 1.2721 1.4187 -3.0992
H: -3.0429 -0.9590 2.7105
H: -2.2876 -2.0788 1.5392
H: -1.3284 2.3239 -2.2211
H: -1.9985 1.2363 -3.4730
C: 0.1181 -1.8394 3.0906
C: -0.7837 0.8982 3.3775
H: 0.9286 2.7108 -0.0791
H: 2.3659 3.1149 -0.4730
H: 0.3118 4.0609 -1.5866
H: -1.0998 4.6430 -1.4572
H: 0.0146 -1.6568 -0.2571
H: 0.0142 1.6700 0.3330
H: -0.2859 -0.8194 -4.4183
H: 0.8216 -1.6932 -3.2937
H: -0.9394 -1.7379 -3.0026
H: 0.9832 1.6584 -4.1364
H: 1.3777 2.3395 -2.5071
H: 2.2330 0.8769 -3.0890
H: -1.2802 0.5655 4.3063
H: 0.2282 1.2696 3.6119
H: -1.3515 1.7222 2.9153
H: -0.4221 -2.0467 4.0309
H: 0.1303 -2.7327 2.4461
H: 1.1627 -1.5650 3.3144
Cl: 2.0911 1.9743 2.0729
C: 2.8276 0.6425 1.1950
C: 2.0952 -0.2292 0.3278
C: 2.8310 -1.3083 -0.2647
Cl: 2.0968 -2.5468 -1.2779
C: 4.2106 -1.4696 -0.0268
Cl: 5.1036 -2.8111 -0.7634
C: 4.8947 -0.5842 0.8042
Cl: 6.6240 -0.8049 1.1009
C: 4.2081 0.4625 1.4175
Cl: 5.0985 1.5525 2.4924

Atoms 1-3, force components in eV/Å:
C 0.05 -0.07 0.16
C -0.26 -0.36 0.93
N -1.07 0.17 -0.18

Calculated values
Energy in Eh: -4094.13463
LUMO energy in eV: 0.01
Strongest force on any atom in eV/Å: 2.400
E_HOMO in eV: -7.40
Gap between HOMO and LUMO in eV: 7.4

The following is a quantum chemistry calculation of a molecular structure, Br3Ni in a non-equilibrium geometry, from OMol25.

Cartesian coordinates (Å):
Ni: -0.0081 -0.6976 0.6649
Br: -1.2101 1.6602 1.1351
Br: 2.4055 -0.1602 -0.0389
Br: -1.1872 -0.8024 -1.7611

Atoms 1-3, force components in eV/Å:
Ni 0.00 2.60 -2.45
Br 0.71 -1.57 0.20
Br -1.33 -0.61 0.75

Calculated values
Energy in Eh: -9230.49148
Energy relative to the best compared isomer or geometry (same formula, charge and spin) in kcal/mol: 0.0
LUMO energy (alpha / beta) in eV: 2.12 / 1.68
⟨S²⟩: 2.006
Spin multiplicity: 3
Total charge: -1
Strongest force on any atom in eV/Å: 3.572
E_HOMO (alpha / beta) in eV: -5.35 / -5.33
Gap between HOMO and LUMO (alpha / beta) in eV: 7.5 / 7.0

The following is a quantum chemistry calculation of 2 unconnected molecules or ions with the total composition C4H12O2 in a non-equilibrium geometry, from OMol25.

Cartesian coordinates (Å):
C: 2.0954 0.5354 0.2126
C: 0.7762 0.9751 -0.3953
C: -0.3395 0.5806 0.5465
C: -1.6629 0.2821 -0.2401
O: -2.7958 0.4724 0.6433
H: 2.1543 0.9566 1.2297
H: 2.9450 0.8408 -0.4006
H: 2.0427 -0.5652 0.1071
H: 0.6635 2.0787 -0.5347
H: 0.5907 0.4953 -1.3747
H: -0.2442 -0.3813 1.1252
H: -0.6154 1.2740 1.3626
H: -1.8611 -0.6819 -0.6914
H: -1.7165 0.9873 -1.0819
H: -2.5233 0.0880 1.4976
O: 0.3616 -2.3483 -0.5147
H: -0.5937 -2.4407 -0.5917
H: 0.7230 -3.1488 -0.8997

Atoms 1-3, force components in eV/Å:
C -0.13 -0.15 -0.95
C -0.45 0.66 0.23
C -2.44 -2.28 0.25

Calculated values
Energy in Eh: -310.04499
Energy relative to the best compared isomer or geometry (same formula, charge and spin) in kcal/mol: 17.5
LUMO energy in eV: 0.61
Strongest force on any atom in eV/Å: 3.351
SMILES: CCCCO.O
E_HOMO in eV: -10.11
Gap between HOMO and LUMO in eV: 10.7